1.
ORCA calculation (the ωB97M-V functional and the def2-TZVPD basis) on C4H6N4 as an isolated structure in a non-equilibrium geometry.

frontier orbital gap = 8.2713 eV

ORCA input file:
```
! wB97M-V def2-TZVPD RIJCOSX def2/J DEFGRID3
* xyz 0 1
C -2.769 -0.018 0.056
C -1.440 -0.163 -0.161
C 0.719 0.754 0.031
C 0.878 -0.673 0.000
H -3.123 -1.067 0.760
H -3.256 0.850 -0.451
H -1.126 2.147 0.570
H 2.778 1.075 0.802
H 2.763 -0.664 -0.268
H -0.667 -2.231 -0.409
N -0.701 1.112 -0.350
N 1.730 1.525 0.134
N 2.007 -1.340 -0.220
N -0.422 -1.226 0.355
*
```



2.
ORCA calculation (the ωB97M-V functional and the def2-TZVPD basis) on a 2-piece molecular cluster, C4H6N4O overall in a non-equilibrium geometry.

frontier orbital gap = 9.5877 eV

ORCA input file:
```
! wB97M-V def2-TZVPD RIJCOSX def2/J DEFGRID3
* xyz 0 1
C -0.732 -0.457 1.108
N -0.243 0.473 0.004
C -0.438 -1.041 -0.179
N -1.077 1.419 -0.629
C 1.244 0.972 0.204
N -0.836 -1.835 -1.044
C 1.873 -0.993 0.001
O 1.504 1.469 1.262
N 2.741 -1.745 -0.157
H -1.493 2.025 0.070
H -1.800 0.940 -1.157
H -0.563 -1.627 -2.000
H 1.631 1.250 -0.779
H -1.777 -0.317 1.365
H -0.033 -0.532 1.932
*
```



3.
ORCA calculation (the ωB97M-V functional and the def2-TZVPD basis) on one molecule with the formula C4H6N4O4S in a non-equilibrium geometry.

structure (SMILES) = Cc1[nH]nc([N+](=O)[O-])c1S(N)(=O)=O
frontier orbital gap = 9.2935 eV

ORCA input file:
```
! wB97M-V def2-TZVPD RIJCOSX def2/J DEFGRID3
* xyz 0 1
C 0.748 -1.344 -0.807
C -0.462 -0.724 -0.135
N -1.787 -1.124 -0.401
N -2.694 -0.641 0.396
C -2.195 0.298 1.101
N -2.928 1.013 2.065
O -3.986 0.599 2.383
O -2.413 2.064 2.512
C -0.475 0.263 0.790
S 0.949 0.983 1.536
N 0.459 2.440 2.225
O 1.402 0.076 2.581
O 1.841 1.379 0.515
H 1.339 -0.400 -1.200
H 1.422 -2.080 -0.230
H 0.460 -2.003 -1.627
H -2.071 -1.579 -1.182
H -0.351 2.559 2.809
H 0.411 2.983 1.312
*
```



4.
ORCA calculation (the ωB97M-V functional and the def2-TZVPD basis) on an isolated ion of composition C4H6NO and charge +1 in a non-equilibrium geometry.

frontier orbital gap (alpha / beta) = 5.7529 / 8.8033 eV
expectation value of S² = 2.01

ORCA input file:
```
! wB97M-V def2-TZVPD RIJCOSX def2/J DEFGRID3
* xyz 1 3
C 0.413 0.779 -0.101
C -0.316 -0.287 -0.406
C 1.582 0.572 0.685
C 1.669 -0.627 1.262
N -1.619 -0.186 -0.926
O 1.684 -1.631 1.761
H 0.202 1.836 -0.430
H 2.230 1.249 1.212
H 0.044 -1.198 0.037
H -2.199 -0.523 -0.128
H -1.740 0.800 -1.299
H -1.949 -0.783 -1.669
*
```



5.
ORCA calculation (the ωB97M-V functional and the def2-TZVPD basis) on an isolated ion of composition C4H6NO2 and charge +1 in a non-equilibrium geometry.

frontier orbital gap = 8.9526 eV

ORCA input file:
```
! wB97M-V def2-TZVPD RIJCOSX def2/J DEFGRID3
* xyz 1 1
C -1.603 -0.932 -0.163
C -0.162 -0.424 0.093
C -2.535 -0.104 0.379
C 1.561 0.874 -0.417
N 0.218 0.565 -0.504
O -3.300 0.624 0.776
O 2.256 0.260 0.703
H -1.832 -1.842 0.278
H 0.381 -1.266 0.699
H -1.729 -1.122 -1.246
H 2.020 0.474 -1.300
H 1.768 1.985 -0.315
H 2.957 0.908 1.018
*
```



6.
ORCA calculation (the ωB97M-V functional and the def2-TZVPD basis) on an isolated ion of composition C4H6NO2S and charge -1 in a non-equilibrium geometry.

structure (SMILES) = O=CN[C@@H](C=O)C[S-]
frontier orbital gap = 6.9946 eV

ORCA input file:
```
! wB97M-V def2-TZVPD RIJCOSX def2/J DEFGRID3
* xyz -1 1
O -0.676 2.417 0.039
C 0.041 1.819 0.822
N 0.039 0.494 1.064
C -0.362 -0.470 0.035
C -1.030 0.159 -1.163
O -2.235 0.131 -1.295
C 0.740 -1.519 -0.236
S 2.390 -0.732 -0.304
H 0.706 2.378 1.504
H 0.851 0.183 1.585
H -1.185 -1.003 0.512
H -0.432 0.394 -2.058
H 0.695 -2.186 0.626
H 0.459 -2.063 -1.130
*
```



7.
ORCA calculation (the ωB97M-V functional and the def2-TZVPD basis) on C4H6NO3S as an isolated structure in a non-equilibrium geometry.

frontier orbital gap (alpha / beta) = 3.8258 / 6.3228 eV
expectation value of S² = 2.01

ORCA input file:
```
! wB97M-V def2-TZVPD RIJCOSX def2/J DEFGRID3
* xyz -1 3
C 0.783 -0.584 -0.951
C -0.458 -1.011 -1.322
C -0.108 -0.271 1.250
C -1.474 -0.220 0.599
N 0.981 -0.012 0.370
O 2.174 1.436 -1.353
O 1.438 2.789 0.581
O -1.603 -0.994 -0.534
S 1.060 1.770 -0.407
H 1.824 -0.715 -1.427
H -0.096 0.385 2.037
H -0.002 -1.234 1.760
H -2.204 -0.758 1.240
H -1.793 0.811 0.463
H -0.523 -1.391 -2.307
*
```



8.
ORCA calculation (the ωB97M-V functional and the def2-TZVPD basis) on a 2-piece molecular cluster, C4H6NOP overall in a non-equilibrium geometry.

structure (SMILES) = C1COP=N1.C#C
frontier orbital gap = 9.9037 eV

ORCA input file:
```
! wB97M-V def2-TZVPD RIJCOSX def2/J DEFGRID3
* xyz 0 1
C 1.452 0.175 -1.749
C 0.148 1.016 -1.711
O -0.805 0.281 -0.967
P -0.179 -1.111 -0.339
N 1.254 -0.986 -0.936
H 2.306 0.742 -1.367
H 1.696 -0.150 -2.766
H -0.263 1.195 -2.708
H 0.305 1.977 -1.211
C -1.210 -0.293 3.230
C -1.748 -1.280 3.636
H -0.783 0.616 2.929
H -2.174 -2.183 3.960
*
```



9.
ORCA calculation (the ωB97M-V functional and the def2-TZVPD basis) on one molecule with the formula C4H6NP in a non-equilibrium geometry.

frontier orbital gap (alpha / beta) = 8.3721 / 6.8158 eV

ORCA input file:
```
! wB97M-V def2-TZVPD RIJCOSX def2/J DEFGRID3
* xyz 0 1
C -2.239 -0.438 -0.370
C -2.742 0.457 0.408
C -0.995 -1.125 0.129
C 2.417 0.824 -0.164
N 0.215 -0.583 0.038
P 1.701 -0.900 -0.314
H -2.683 -0.684 -1.320
H -2.258 0.967 1.154
H -1.204 -1.971 0.698
H 2.867 0.810 0.836
H 1.681 1.578 -0.102
H 3.238 1.065 -0.992
*
```



10.
ORCA calculation (the ωB97M-V functional and the def2-TZVPD basis) on one molecule with the formula C4H6NPS in a non-equilibrium geometry.

frontier orbital gap = 6.3200 eV

ORCA input file:
```
! wB97M-V def2-TZVPD RIJCOSX def2/J DEFGRID3
* xyz 0 1
C 0.795 0.151 -0.712
C 0.438 -1.150 -1.060
C 0.528 0.816 0.400
C -0.304 -1.824 -0.146
N -1.663 0.408 0.555
P 0.806 2.332 1.075
S -2.034 -1.004 0.303
H 1.381 0.650 -1.433
H 0.426 -1.494 -1.984
H -0.492 -2.853 -0.551
H -0.001 -1.692 0.856
H 0.001 2.215 2.206
H 0.121 3.445 0.490
*
```



11.
ORCA calculation (the ωB97M-V functional and the def2-TZVPD basis) on C4H6NiO as an isolated structure in a non-equilibrium geometry.

frontier orbital gap (alpha / beta) = 8.1481 / 5.0335 eV
expectation value of S² = 2.01

ORCA input file:
```
! wB97M-V def2-TZVPD RIJCOSX def2/J DEFGRID3
* xyz 2 3
H 0.498 1.663 -0.670
C -0.071 -0.232 -2.063
C 0.002 0.551 -1.017
C 0.459 0.410 0.353
C -0.462 0.455 1.526
O -0.390 -0.866 1.019
Ni -0.073 -2.543 1.391
H -0.793 -1.053 -2.095
H 0.701 -0.213 -2.835
H 1.536 0.324 0.525
H -1.432 0.936 1.365
H 0.024 0.567 2.500
*
```



12.
ORCA calculation (the ωB97M-V functional and the def2-TZVPD basis) on one molecule with the formula C4H6O in a non-equilibrium geometry.

structure (SMILES) = C1=COCC1
frontier orbital gap = 9.2995 eV

ORCA input file:
```
! wB97M-V def2-TZVPD RIJCOSX def2/J DEFGRID3
* xyz 0 1
C -0.715 1.030 -0.038
C -1.181 -0.242 -0.029
O -0.237 -1.177 0.013
C 1.056 -0.540 -0.010
C 0.816 0.948 0.017
H -1.340 1.899 0.077
H -2.254 -0.576 0.143
H 1.652 -1.026 0.834
H 1.497 -0.898 -0.928
H 1.297 1.454 -0.841
H 1.188 1.392 0.978
*
```



Number 1: E_tot -374.78198 hartree. Number 2: E_tot -450.08113 hartree. Number 3: E_tot -1073.99827 hartree. Number 4: E_tot -285.54809 hartree. Number 5: E_tot -360.89168 hartree. Number 6: E_tot -759.47710 hartree. Number 7: E_tot -834.51320 hartree. Number 8: E_tot -627.27747 hartree. Number 9: E_tot -551.92529 hartree. Number 10: E_tot -950.06294 hartree. Number 11: E_tot -1738.56528 hartree. Number 12: E_tot -231.20546 hartree.